(1)
Computed, not measured: a 2-piece molecular cluster, C26H29N2 overall, with ωB97M-V with the def2-TZVPD basis set.

Atoms and positions in Å:
H (-3.07, -2.55, -2.48)
C (-2.51, -0.27, 2.73)
H (0.94, 3.68, -2.08)
H (-0.25, 3.88, -0.78)
C (-1.34, -0.46, 2.00)
H (-1.14, -4.86, 0.31)
H (2.96, -0.40, -0.30)
H (-0.74, -2.03, -4.44)
C (0.14, 3.18, -1.53)
C (3.25, 0.03, 0.65)
C (1.28, -2.45, 0.41)
C (-3.05, -1.57, -2.98)
H (1.67, 1.62, -1.22)
H (-0.16, -0.08, -0.90)
C (-2.62, 0.88, 3.52)
H (5.35, 0.07, 0.17)
C (-0.88, -1.63, 1.26)
C (-0.70, -3.88, 0.48)
C (0.67, 1.91, -0.84)
H (6.02, 1.09, 2.35)
H (-1.89, 3.37, -2.38)
H (-3.27, -1.04, 2.70)
C (-1.36, 1.30, -1.97)
C (-1.64, 0.41, -3.19)
H (-3.77, -0.90, -2.49)
C (-0.25, 0.47, 2.09)
C (-1.02, 2.72, -2.43)
H (0.78, 2.09, 0.24)
H (4.26, 1.66, 4.04)
H (-2.61, 0.74, -3.60)
C (3.99, 1.21, 3.09)
H (-1.68, 2.70, 4.23)
H (0.42, 2.36, 2.90)
C (0.51, -1.41, 0.92)
C (4.97, 0.90, 2.13)
C (-1.47, -2.86, 1.05)
H (1.25, -4.51, -0.24)
C (0.66, -3.68, 0.17)
H (-0.67, 2.69, -3.47)
C (-0.38, 1.62, 2.87)
C (-0.68, -1.86, -3.34)
C (4.59, 0.32, 0.91)
C (2.26, 0.31, 1.62)
H (-0.85, 0.57, -3.94)
H (-0.77, -2.84, -2.84)
C (2.65, 0.91, 2.84)
H (-3.53, 1.04, 4.11)
N (-1.73, -1.00, -2.84)
H (-2.31, 1.30, -1.41)
N (-0.30, 0.90, -1.12)
C (-1.57, 1.81, 3.59)
C (0.89, -0.10, 1.41)
H (1.90, 1.09, 3.60)
H (-3.36, -1.71, -4.03)
H (2.34, -2.29, 0.21)
H (0.29, -1.43, -3.11)
H (-2.50, -3.01, 1.37)

LUMO in eV: -5.926
Net charge: +1
Strongest force on any atom in eV/Å: 1.862
Energy above the lowest of the compared OMol25 structures with the same formula, charge and spin in eV: 2.554

Partial atomic charges computed with the Löwdin method, in multiples of e:
1 H 0.079
2 C 0.024
3 H 0.110
4 H 0.109
5 C -0.085
6 H 0.123
7 H 0.117
8 H 0.090
9 C -0.135
10 C -0.021
11 C 0.031
12 C -0.105
13 H 0.110
14 H 0.092
15 C -0.015
16 H 0.120
17 C -0.092
18 C -0.018
19 C -0.217
20 H 0.120
21 H 0.116
22 H 0.123
23 C -0.342
24 C -0.169
25 H 0.085
26 C -0.118
27 C -0.129
28 H 0.086
29 H 0.120
30 H 0.128
31 C -0.039
32 H 0.119
33 H 0.124
34 C -0.118
35 C -0.029
36 C 0.023
37 H 0.119
38 C -0.036
39 H 0.110
40 C 0.009
41 C -0.106
42 C -0.037
43 C -0.151
44 H 0.126
45 H 0.075
46 C 0.006
47 H 0.122
48 N -0.295
49 H 0.137
50 N -0.002
51 C -0.032
52 C 0.015
53 H 0.111
54 H 0.092
55 H 0.113
56 H 0.078
57 H 0.127

=====

(2)
Computed, not measured: an isolated ion of composition C26H29N4O5S and charge +1, with ωB97M-V with the def2-TZVPD basis set.

Atoms and positions in Å:
H (-3.84, -3.51, 1.89)
H (7.22, 3.47, 0.47)
C (7.39, 2.40, 0.59)
C (-0.78, 2.92, -0.08)
H (-3.50, -1.53, 3.32)
H (-4.72, -2.11, 1.28)
C (4.29, -0.64, 1.23)
C (6.82, 0.69, -1.01)
C (-3.20, 2.74, -0.21)
N (-1.62, -0.58, -0.46)
C (6.09, 1.72, 0.95)
H (-2.89, -0.59, 1.96)
C (-3.34, 5.43, -0.38)
C (-1.89, -3.56, 0.18)
H (-0.24, -4.07, -1.08)
O (6.79, -0.06, -1.95)
H (-2.22, -4.59, 0.03)
H (-4.14, -1.15, -1.90)
H (-1.32, -2.85, -1.80)
C (1.30, -2.62, 0.11)
H (7.97, 2.41, -1.52)
H (-1.96, -1.96, 2.59)
C (-4.46, 4.64, 0.28)
C (-0.84, -3.19, -0.87)
C (-2.97, -1.59, 2.38)
C (3.17, -1.45, 1.26)
H (-4.03, 0.80, -0.44)
N (0.10, -2.15, -0.45)
H (2.84, -1.88, 2.19)
C (4.02, -0.38, -1.16)
S (0.70, 0.53, -0.19)
N (-3.06, -2.66, 0.13)
C (-4.81, -1.89, -1.47)
C (-1.87, 0.76, -0.36)
H (-1.42, -3.50, 1.17)
H (-3.45, -3.52, -1.75)
H (-4.68, -3.83, -0.52)
C (2.90, -1.18, -1.12)
H (4.37, 0.01, -2.10)
C (-3.12, 1.37, -0.35)
C (-0.71, 1.55, -0.20)
H (-5.41, -1.42, -0.70)
N (5.84, 0.74, -0.02)
H (8.83, 1.21, -0.56)
H (2.37, -1.40, -2.03)
C (7.87, 1.72, -0.68)
H (0.10, 3.53, 0.02)
H (-3.32, 6.47, -0.04)
C (4.71, -0.09, 0.02)
C (2.45, -1.70, 0.10)
O (1.34, -3.76, 0.52)
C (-4.01, -3.07, -0.93)
O (-4.44, 3.30, -0.16)
O (5.36, 1.97, 1.87)
H (-5.44, 5.04, 0.02)
H (8.09, 2.28, 1.43)
C (-0.34, -0.86, -0.40)
O (-2.08, 4.88, -0.04)
H (-3.46, 5.41, -1.47)
H (4.83, -0.43, 2.13)
H (-4.33, 4.67, 1.37)
C (-3.73, -2.52, 1.44)
C (-2.03, 3.53, -0.11)
H (-5.48, -2.24, -2.25)
H (-2.60, -1.68, -0.16)

LUMO in eV: -2.332
Net charge: +1
Strongest force on any atom in eV/Å: 1.100
SMILES: CC[NH+](CC)CCN(C(=O)c1ccc(N2C(=O)CCC2=O)cc1)c1nc2cc3c(cc2s1)OCCO3

Partial atomic charges computed with the Löwdin method, in multiples of e:
1 H 0.138
2 H 0.133
3 C -0.058
4 C 0.018
5 H 0.091
6 H 0.123
7 C 0.029
8 C -0.398
9 C -0.190
10 N 0.080
11 C -0.401
12 H 0.071
13 C -0.131
14 C -0.091
15 H 0.139
16 O 0.127
17 H 0.146
18 H 0.075
19 H 0.137
20 C -0.377
21 H 0.133
22 H 0.078
23 C -0.131
24 C -0.090
25 C -0.044
26 C 0.001
27 H 0.115
28 N 0.000
29 H 0.130
30 C 0.015
31 S 1.214
32 N -0.163
33 C -0.054
34 C -0.295
35 H 0.131
36 H 0.125
37 H 0.138
38 C -0.073
39 H 0.123
40 C 0.071
41 C -0.425
42 H 0.075
43 N 0.100
44 H 0.134
45 H 0.127
46 C -0.058
47 H 0.132
48 H 0.139
49 C -0.152
50 C -0.233
51 O 0.140
52 C -0.180
53 O -0.015
54 O 0.122
55 H 0.138
56 H 0.134
57 C -0.485
58 O -0.009
59 H 0.143
60 H 0.124
61 H 0.142
62 C -0.175
63 C -0.193
64 H 0.091
65 H 0.101

=====

(3)
Computed, not measured: C26H29N8O2PPdS2 as an isolated structure, with ωB97M-V with the def2-TZVPD basis set.

Atoms and positions in Å:
N (2.43, -5.02, 2.16)
C (2.15, 1.53, -3.20)
C (2.99, -4.04, -0.14)
C (-4.21, -0.24, -1.97)
H (-4.74, 1.28, -0.52)
H (2.21, 0.47, -2.96)
C (2.91, 2.15, -4.18)
O (-4.08, -1.22, -0.94)
H (0.56, 2.54, 2.80)
H (1.91, 5.40, -3.86)
H (3.40, 3.96, -5.21)
C (5.16, -1.27, 2.68)
N (2.80, 1.27, 1.33)
O (-3.32, -2.67, 0.85)
H (5.51, 0.50, 1.49)
H (-3.40, -0.77, 1.65)
H (-3.03, 1.25, -0.99)
H (-1.02, 4.21, 0.53)
H (0.37, -0.48, 2.47)
C (-1.06, 3.18, 0.15)
P (-2.72, -2.09, -0.55)
C (3.60, -4.90, -1.07)
C (-2.65, -2.16, 3.10)
C (2.69, -2.72, -0.51)
C (2.86, -1.79, 3.24)
S (-1.28, -0.77, -0.15)
H (-5.30, -1.32, 3.18)
C (-3.59, -1.80, 1.95)
C (-5.06, -1.96, 2.32)
H (0.09, 5.13, -1.54)
H (1.15, 3.15, 1.26)
H (-3.54, 0.30, -3.94)
H (-5.67, -1.67, 1.47)
C (2.67, -4.55, 1.12)
C (4.22, -2.10, 3.29)
H (-2.84, -1.52, 3.96)
N (1.26, -0.02, 2.40)
H (-2.79, -3.21, 3.38)
C (2.81, 3.52, -4.42)
H (-3.36, -1.43, -3.55)
H (4.54, -3.01, 3.77)
C (1.29, 2.33, -2.46)
H (3.59, 1.56, -4.77)
C (1.48, 1.10, 1.56)
N (2.50, -1.65, -0.91)
H (2.13, -2.46, 3.69)
H (-2.25, -0.25, -2.85)
N (-0.77, 2.26, 1.23)
C (-0.13, 3.08, -1.03)
H (-5.25, -0.35, -2.32)
C (0.60, 2.33, 1.73)
C (-4.05, 1.15, -1.36)
N (0.30, 4.17, -1.75)
N (4.12, -5.63, -1.81)
C (1.22, 3.72, -2.68)
H (-1.62, -2.03, 2.76)
H (-4.24, 1.93, -2.11)
H (-2.09, 3.00, -0.17)
C (-3.28, -0.41, -3.16)
C (3.43, 0.18, 1.92)
C (4.78, -0.12, 1.99)
S (-2.54, -3.63, -1.74)
C (2.49, -0.64, 2.57)
H (-0.96, 1.32, 0.89)
H (-5.27, -3.00, 2.58)
N (0.42, 1.97, -1.43)
H (6.21, -1.54, 2.73)
Pd (1.31, 0.16, -0.30)
C (1.97, 4.33, -3.67)

LUMO in eV: 4.005
Net charge: -2
Strongest force on any atom in eV/Å: 0.667
Energy above the lowest of the compared OMol25 structures with the same formula, charge and spin in eV: 2.362

Partial atomic charges computed with the Löwdin method, in multiples of e:
1 N 0.097
2 C -0.007
3 C -0.299
4 C -0.485
5 H 0.077
6 H 0.092
7 C -0.100
8 O -0.343
9 H 0.106
10 H 0.094
11 H 0.087
12 C -0.133
13 N 0.100
14 O -0.351
15 H 0.095
16 H 0.098
17 H 0.019
18 H 0.112
19 H 0.111
20 C -0.170
21 P -0.152
22 C -0.287
23 C -0.054
24 C -0.204
25 C -0.050
26 S 0.321
27 H 0.071
28 C -0.525
29 C -0.057
30 H 0.146
31 H 0.107
32 H 0.072
33 H 0.071
34 C -0.276
35 C -0.134
36 H 0.075
37 N 0.125
38 H 0.082
39 C -0.123
40 H 0.045
41 H 0.086
42 C -0.210
43 H 0.094
44 C -0.494
45 N 0.088
46 H 0.097
47 H 0.053
48 N -0.065
49 C -0.294
50 H 0.128
51 C -0.167
52 C -0.076
53 N 0.150
54 N 0.072
55 C -0.199
56 H 0.056
57 H 0.073
58 H 0.102
59 C -0.095
60 C -0.280
61 C -0.049
62 S 0.151
63 C -0.227
64 H -0.033
65 H 0.078
66 N 0.118
67 H 0.081
68 Pd 0.359
69 C -0.049

=====

(4)
Computed, not measured: a 5-piece molecular cluster, C26H30B2FO4 overall, with ωB97M-V with the def2-TZVPD basis set.

Atoms and positions in Å:
H (9.91, -3.45, -5.50)
B (-2.50, -0.10, -0.62)
H (7.49, -0.70, -3.37)
H (-6.70, -1.08, 8.61)
C (6.46, -0.40, -3.19)
C (-6.11, 0.33, 5.05)
H (2.80, 0.70, -2.55)
B (-2.20, 1.37, -3.84)
H (-6.39, -2.63, 6.70)
H (-6.67, 5.62, 3.69)
C (8.01, -3.53, -4.48)
H (-3.15, 1.90, -3.37)
C (7.86, -5.12, -2.67)
C (-5.83, 4.67, 1.95)
H (-2.75, -2.09, -1.02)
C (9.33, -3.92, -4.71)
H (-0.67, -0.77, -1.67)
H (-6.42, 5.26, 1.25)
C (4.40, -0.60, -1.94)
C (-5.98, 4.87, 3.32)
C (-6.54, -0.68, 7.61)
C (9.91, -4.92, -3.92)
H (-3.48, 2.22, 2.00)
C (-0.59, 1.45, -2.06)
O (-3.16, 1.06, 0.07)
C (-4.33, 3.16, 3.74)
H (4.11, 1.76, -4.37)
H (6.46, 1.07, -4.77)
C (5.88, 0.60, -3.98)
C (-6.49, 0.70, 7.40)
H (-6.24, 2.28, 5.96)
H (6.25, -3.82, -3.28)
C (-4.18, 2.96, 2.37)
H (-3.66, 1.61, -0.62)
H (3.83, -1.07, -1.15)
H (7.28, -5.59, -1.87)
C (4.56, 0.99, -3.75)
O (-0.98, 2.08, -3.36)
H (7.56, -2.76, -5.10)
H (9.62, -6.30, -2.29)
H (-6.03, -1.73, 4.41)
H (-4.83, 3.56, 0.40)
H (-6.63, 1.38, 8.24)
C (7.28, -4.13, -3.46)
C (-1.46, 0.07, -1.88)
H (-5.35, 4.26, 5.29)
C (-6.16, -1.05, 5.25)
C (-5.23, 4.11, 4.22)
H (-2.25, 1.16, -5.02)
O (-2.83, -1.50, -0.19)
H (-0.45, 2.18, -1.15)
C (-6.36, -1.56, 6.54)
C (5.72, -1.00, -2.18)
H (6.17, -1.78, -1.57)
H (-3.74, 2.57, 4.44)
C (3.82, 0.39, -2.73)
H (-5.94, 0.72, 4.05)
C (9.17, -5.52, -2.91)
H (10.94, -5.22, -4.10)
F (0.80, 0.95, -2.32)
C (-6.27, 1.20, 6.12)
O (-2.14, 0.05, -3.19)
C (-4.94, 3.72, 1.47)

LUMO in eV: 2.359
Net charge: -1
Strongest force on any atom in eV/Å: 4.641

Partial atomic charges computed with the Löwdin method, in multiples of e:
1 H 0.098
2 B -0.320
3 H 0.088
4 H 0.095
5 C -0.120
6 C -0.083
7 H 0.079
8 B -0.652
9 H 0.096
10 H 0.095
11 C -0.098
12 H 0.042
13 C -0.095
14 C -0.098
15 H 0.123
16 C -0.099
17 H 0.146
18 H 0.098
19 C -0.087
20 C -0.105
21 C -0.107
22 C -0.105
23 H 0.085
24 C -0.150
25 O 0.003
26 C -0.106
27 H 0.104
28 H 0.094
29 C -0.106
30 C -0.101
31 H 0.076
32 H 0.100
33 C -0.079
34 H 0.118
35 H 0.101
36 H 0.100
37 C -0.085
38 O -0.067
39 H 0.100
40 H 0.096
41 H 0.103
42 H 0.100
43 H 0.096
44 C -0.095
45 C -0.160
46 H 0.090
47 C -0.090
48 C -0.121
49 H 0.054
50 O 0.015
51 H 0.165
52 C -0.103
53 C -0.116
54 H 0.091
55 H 0.104
56 C -0.071
57 H 0.100
58 C -0.104
59 H 0.096
60 F -0.136
61 C -0.090
62 O -0.124
63 C -0.080